Density functional theory data (ωB97M-V/def2-TZVPD) for an isolated molecule of C7H11NO2 at a distorted geometry.

Values from the calculation:
- LUMO (eV) = 0.781
- molar mass (g/mol) = 141.17
- ΔE to the lowest compared entry with this formula, charge and spin (kcal per mole) = 75.1
- SMILES = C=CC(=O)CC(=O)N(C)C
- HOMO energy (eV) = -8.963

Last column: Mulliken charge in e.
Element x y z (Å)
C (0.942, -0.851, -2.315)  -0.68
C (1.444, -0.878, -1.087)  -0.46
C (0.702, -1.097, 0.181)  1.01
O (1.233, -1.580, 1.156)  -0.61
C (-1.060, -1.472, -0.075)  -1.03
C (-1.347, -0.041, -0.196)  0.60
O (-1.906, 0.529, -1.106)  -0.56
N (-0.326, 0.642, 0.602)  0.19
C (-0.398, 0.549, 2.062)  -1.06
C (0.067, 1.964, 0.133)  -1.05
H (1.593, -0.757, -3.173)  0.29
H (-0.119, -0.931, -2.498)  0.18
H (2.513, -0.777, -0.930)  0.37
H (-1.426, -2.049, -0.920)  0.36
H (-1.253, -1.911, 0.897)  0.31
H (-0.742, -0.430, 2.377)  0.34
H (-1.047, 1.341, 2.438)  0.41
H (0.600, 0.689, 2.482)  0.36
H (0.356, 2.671, 0.912)  0.37
H (0.910, 1.909, -0.548)  0.32
H (-0.736, 2.480, -0.389)  0.35